Entry 1:
Formula: C25H41BrN2P2Pd
Source: the OMol25 dataset
Level of theory: the ωB97M-V functional and the def2-TZVPD basis

The geometry in XYZ format:
```
72
C25H41BrN2P2Pd (the ωB97M-V functional and the def2-TZVPD basis)
C -0.364 -1.780 -5.657
C 0.694 -1.620 -4.748
C 1.555 -0.508 -4.881
C 1.149 0.520 -5.734
N 0.041 0.427 -6.470
C -0.687 -0.688 -6.471
C 0.788 -2.477 -3.611
C 0.793 -3.069 -2.545
C 0.751 -3.556 -1.216
C -0.435 -4.169 -0.744
C -0.886 -3.706 0.506
C -0.046 -2.736 1.026
C 1.347 -2.784 0.932
C 1.777 -3.163 -0.330
Pd -0.651 -1.097 2.010
P -1.330 0.068 0.044
H 2.471 -0.426 -4.298
H -0.965 -2.689 -5.680
H 1.733 1.442 -5.801
H -1.570 -0.733 -7.115
H 2.801 -3.043 -0.670
H -1.016 -4.865 -1.360
H 1.985 -2.479 1.761
H -1.810 -4.014 1.001
C -2.551 1.320 0.668
C -2.885 2.529 -0.199
H -2.164 1.664 1.640
H -3.471 0.758 0.885
H -3.607 3.149 0.352
H -2.012 3.161 -0.408
H -3.363 2.253 -1.148
C -0.116 0.918 -1.039
C -0.566 1.399 -2.423
H 0.710 0.198 -1.165
H 0.294 1.769 -0.472
H 0.271 1.925 -2.903
H -0.827 0.564 -3.086
H -1.407 2.103 -2.384
C -2.198 -1.036 -1.130
C -3.346 -0.430 -1.938
H -2.559 -1.895 -0.545
H -1.416 -1.442 -1.793
H -3.773 -1.219 -2.571
H -4.150 -0.052 -1.295
H -3.015 0.376 -2.606
Br -0.341 -1.849 4.387
P 1.082 0.812 2.655
C 0.807 2.510 2.022
C 1.233 3.657 2.933
H -0.273 2.583 1.811
H 1.319 2.592 1.052
H 0.963 4.604 2.452
H 0.725 3.622 3.901
H 2.317 3.677 3.100
C 1.153 0.919 4.480
C 2.521 1.082 5.112
H 0.734 -0.061 4.840
H 0.440 1.688 4.815
H 2.405 1.000 6.201
H 3.202 0.282 4.796
H 2.979 2.055 4.898
C 2.710 0.257 2.026
C 3.809 1.318 1.980
H 2.519 -0.141 1.017
H 3.010 -0.604 2.645
H 4.689 0.890 1.486
H 3.507 2.199 1.404
H 4.122 1.640 2.980
N -2.687 -1.351 2.551
H -2.545 -1.970 3.368
H -3.257 -1.802 1.829
H -3.117 -0.475 2.867
```

Output
Multiplicity: 3
Relative energy (zero: lowest compared OMol25 entry of this formula, charge and spin): 0.0 kcal per mole
Kohn-Sham gap (alpha / beta): 6.8 / 5.4 eV
LUMO energy (alpha / beta): -7.14 / -9.04 eV
Electronic energy: -121652.1172 eV
Total charge: +2

=====

Entry 2:
Formula: C13H38InLi3O20P
Source: the OMol25 dataset
Level of theory: the ωB97M-V functional and the def2-TZVPD basis

The geometry in XYZ format:
```
76
C13H38InLi3O20P (the ωB97M-V functional and the def2-TZVPD basis)
Li 2.140 -2.175 -3.098
Li 2.072 0.903 -1.648
Li 2.927 -2.105 0.094
In 2.324 0.876 2.301
C 2.557 4.672 0.128
C 2.527 5.913 -0.374
C 1.961 6.200 -1.794
O 1.887 7.378 -2.330
C 1.565 5.187 -2.575
C 1.677 3.834 -2.115
C 2.136 3.581 -0.677
O 2.325 2.388 -0.304
O 1.223 2.853 -2.713
O 3.068 6.853 0.386
H 2.885 4.412 1.124
H 1.307 5.311 -3.617
P 0.952 -1.208 -1.204
O 1.238 -0.554 -2.567
O -0.489 -1.127 -0.706
O 1.870 -0.353 -0.267
O 1.496 -2.669 -1.264
C -4.172 4.328 4.254
O -3.524 3.126 4.007
C -4.398 1.989 3.945
C -3.620 0.694 4.193
O -2.714 0.305 3.188
C -3.337 -0.414 2.063
H -3.370 5.065 4.306
H -4.708 4.270 5.201
H -4.862 4.546 3.439
H -4.916 1.934 2.988
H -5.165 2.004 4.719
H -4.283 -0.138 4.428
H -3.088 0.838 5.133
H -4.274 0.071 1.791
H -3.651 -1.381 2.456
H -2.598 -0.648 1.297
O 2.358 -0.210 -4.907
H 2.066 0.577 -5.368
H 1.710 -0.336 -4.214
O 4.209 0.746 -1.828
H 4.257 -0.014 -1.248
H 4.698 1.429 -1.369
O -2.454 0.504 -1.547
H -1.903 -0.077 -1.022
H -1.911 0.734 -2.301
O -0.432 0.996 -3.645
H 0.028 0.265 -3.233
H 0.119 1.758 -3.466
O 4.106 -2.525 -2.596
H 4.378 -2.135 -1.766
H 4.867 -2.430 -3.168
O -0.545 -4.506 -1.130
H -1.379 -4.108 -1.378
H 0.072 -3.774 -1.105
O -0.245 1.079 0.716
H -0.996 1.636 0.510
H -0.319 0.342 0.110
C -3.421 -3.179 -0.497
O -2.648 -2.642 -1.512
H -2.765 -3.524 0.302
H -4.039 -2.463 0.043
H -4.022 -4.038 -0.797
H -1.920 -2.218 -1.052
C 2.743 -5.649 0.360
O 3.238 -4.426 -0.284
H 2.496 -6.386 -0.405
H 3.529 -6.090 0.973
H 1.837 -5.508 0.950
H 2.469 -4.029 -0.699
C 0.571 -3.022 2.306
O 0.536 -1.639 1.901
H -0.336 -3.469 1.900
H 1.415 -3.536 1.847
H 0.598 -3.276 3.365
H 0.065 -1.612 1.065
```

Output
Kohn-Sham gap: 2.5 eV
LUMO energy: -8.62 eV
Electronic energy: -70120.8279 eV
Total charge: +1

=====

Entry 3:
Formula: C22H24FN5OS
Source: the OMol25 dataset
Level of theory: the ωB97M-V functional and the def2-TZVPD basis

The geometry in XYZ format:
```
54
C22H24FN5OS (the ωB97M-V functional and the def2-TZVPD basis)
C -0.996 -3.170 0.566
H 0.082 -2.737 0.667
H -1.587 -2.692 1.192
H -0.923 -4.281 0.568
C -1.478 -3.001 -1.085
N -1.499 -1.488 -1.094
C -0.446 -0.807 -1.374
N -0.630 0.620 -1.633
N -1.925 0.770 -1.175
C -2.331 -0.485 -0.865
C -3.815 -0.503 -0.370
N -4.487 0.647 -0.164
C -5.716 0.531 -0.079
C -6.254 2.095 0.072
C -7.639 2.199 0.055
C -8.535 1.089 0.454
C -7.933 -0.330 0.386
C -6.646 -0.424 0.270
H -6.122 -1.271 0.141
H -8.673 -0.954 0.569
F -9.846 1.315 0.378
H -8.163 3.306 0.339
H -5.615 2.964 -0.026
H -3.899 1.407 -0.157
H -4.310 -1.064 -1.426
H -3.648 -1.336 0.485
S 1.157 -1.585 -2.041
C 2.251 0.095 -1.449
H 3.103 -0.188 -1.796
C 2.345 -0.254 0.165
O 1.476 -0.716 0.667
N 3.368 0.293 0.578
C 4.476 1.071 0.109
C 4.158 1.925 -0.844
C 5.181 2.682 -1.414
C 6.568 2.649 -1.059
C 6.817 1.479 -0.325
C 5.764 0.780 0.725
C 6.093 -0.194 1.549
C 4.784 -0.896 2.122
C 3.769 -0.176 2.228
H 3.757 0.859 2.915
H 2.707 -0.651 2.485
H 5.044 -1.582 3.042
H 4.575 -1.789 1.275
H 7.037 -0.984 1.152
H 6.632 0.208 2.412
H 7.943 1.107 0.163
H 7.366 3.074 -1.667
H 4.861 3.600 -2.074
H 3.186 2.369 -1.087
H 1.734 0.899 -1.750
H -2.341 -3.098 -1.211
H -0.777 -3.378 -1.567
```

Output
Relative energy (zero: lowest compared OMol25 entry of this formula, charge and spin): 484.2 kcal per mole
Kohn-Sham gap: 6.7 eV
LUMO energy: -0.13 eV
Electronic energy: -46234.0631 eV
Total charge: 0

=====

Entry 4:
Formula: C8H9N
Source: the OMol25 dataset
Level of theory: the ωB97M-V functional and the def2-TZVPD basis

The geometry in XYZ format:
```
18
C8H9N (the ωB97M-V functional and the def2-TZVPD basis)
C -0.684 -3.386 -0.324
C 0.272 -2.789 0.133
C -0.226 1.519 -1.920
C 0.299 0.237 -1.692
C -0.329 2.198 -0.732
C 0.420 0.124 -0.323
C 0.120 1.492 1.634
C 1.086 -1.741 0.675
N -0.117 1.248 0.223
H -1.363 -4.085 -0.608
H -0.343 1.965 -2.837
H 0.341 -0.483 -2.429
H -0.659 3.184 -0.465
H 1.139 1.900 1.802
H -0.560 2.315 2.047
H 0.013 0.604 2.062
H 0.833 -1.468 1.677
H 2.126 -1.686 0.506
```

Output
Relative energy (zero: lowest compared OMol25 entry of this formula, charge and spin): 122.7 kcal per mole
Kohn-Sham gap: 8.2 eV
LUMO energy: 0.18 eV
Electronic energy: -9926.2717 eV
Total charge: 0

=====

electronic energy of number 4 (C8H9N)? -9926.2717 eV

=====

Among the records above, which one has the lowest electronic energy? C25H41BrN2P2Pd

=====

Among the records above, which one has the lowest electronic energy? C25H41BrN2P2Pd

=====

Among the records above, which one has the highest electronic energy? C8H9N